The following is a quantum chemistry calculation of C4H9NOS in the gas phase at a distorted geometry, from the OMol25 dataset.

Bonds (Å) are listed after each position.
Positions of all 16 atoms, in Å:
1 S -0.401 -1.036 -1.496  O2 1.417, N3 1.769, C7 1.790
2 O 0.625 -1.787 -2.125  S1 1.417
3 N 0.207 0.519 -0.910  S1 1.769, C5 1.444, C7 1.419
4 C 1.376 -1.080 0.708  C7 1.529, H12 1.073, H14 1.086, H15 1.184
5 C -0.405 1.825 -0.984  N3 1.444, H10 1.128, H11 1.138, H16 1.149
6 C -0.979 -0.216 1.146  C7 1.518, H8 1.062, H9 1.024, H13 1.108
7 C 0.112 -0.454 0.118  S1 1.790, N3 1.419, C4 1.529, C6 1.518
8 H -1.175 -1.043 1.781  C6 1.062
9 H -1.874 -0.209 0.647  C6 1.024
10 H -0.786 2.072 0.048  C5 1.128
11 H 0.290 2.556 -1.511  C5 1.138
12 H 1.442 -2.025 0.204  C4 1.073
13 H -0.708 0.688 1.728  C6 1.108
14 H 2.285 -0.496 0.605  C4 1.086
15 H 1.175 -1.182 1.870  C4 1.184
16 H -1.183 1.867 -1.828  C5 1.149

DFT total energy   -18664.176 eV
F_max   3.50 eV/A
HOMO level   -9.1 eV
Relative energy (zero: lowest compared OMol25 entry of this formula, charge and spin)   77.3 kcal/mol
LUMO   0.81 eV